1.
The molecule C16H20N2O. Source: the Open Molecules 2025 dataset; level of theory: ωB97M-V with the def2-TZVPD basis set.

```
39
Properties=species:S:1:pos:R:3
O -1.479 0.023 1.758
C -1.269 1.185 1.493
C -0.496 2.120 2.412
C 0.783 2.628 1.724
C 1.481 1.522 0.978
C 1.678 1.608 -0.394
C 2.303 0.585 -1.085
C 2.726 -0.548 -0.414
C 2.530 -0.646 0.953
C 1.919 0.384 1.644
N -1.683 1.797 0.348
N -2.515 1.276 -0.621
C -2.292 0.161 -1.175
C -1.148 -0.789 -1.051
C -0.566 -1.064 -2.443
C 0.419 -2.191 -2.404
C 0.507 -3.049 -1.402
C -0.374 -2.996 -0.194
C -1.597 -2.117 -0.431
H -0.244 1.546 3.304
H -1.124 2.961 2.711
H 1.450 3.041 2.485
H 0.539 3.432 1.027
H 1.340 2.486 -0.928
H 2.456 0.671 -2.151
H 3.203 -1.352 -0.954
H 2.858 -1.528 1.484
H 1.776 0.300 2.711
H -1.723 2.808 0.345
H -3.061 -0.115 -1.890
H -0.366 -0.360 -0.422
H -1.373 -1.315 -3.142
H -0.078 -0.164 -2.825
H 1.071 -2.276 -3.263
H 1.248 -3.837 -1.418
H 0.201 -2.594 0.647
H -0.686 -4.007 0.080
H -2.292 -2.617 -1.110
H -2.103 -1.925 0.514
```

As for the spin multiplicity: 1. The LUMO energy comes out at 0.7714 eV. Its total energy is -21943.6128 eV. The calculation puts the HOMO-LUMO gap at 9.631 eV. The SMILES is O=C(CCc1ccccc1)N/N=C\[C@@H]1CC=CCC1.



2.
The molecule C16H20N2O3. Source: the Open Molecules 2025 dataset; level of theory: ωB97M-V with the def2-TZVPD basis set.

```
41
Properties=species:S:1:pos:R:3
C -4.510 -4.289 0.013
C -4.423 -2.771 0.017
O -3.054 -2.421 0.007
C -2.709 -1.108 0.006
C -3.600 -0.046 0.015
C -3.130 1.262 0.012
C -1.776 1.528 0.000
O -1.207 2.781 -0.004
C -2.059 3.909 0.003
C -1.181 5.151 -0.004
C -0.867 0.449 -0.009
N 0.492 0.783 -0.021
C 1.573 -0.038 -0.025
O 1.547 -1.243 -0.017
C 2.891 0.768 -0.044
N 4.035 -0.089 -0.015
C 4.671 -0.524 1.106
C 5.668 -1.382 0.736
C 5.626 -1.484 -0.668
C 4.605 -0.682 -1.097
C -1.336 -0.848 -0.006
H -5.551 -4.601 0.021
H -4.023 -4.684 -0.874
H -4.008 -4.690 0.889
H -4.925 -2.359 -0.870
H -4.911 -2.365 0.915
H -4.666 -0.206 0.024
H -3.849 2.065 0.019
H -2.692 3.896 0.901
H -2.706 3.897 -0.885
H -1.803 6.041 0.003
H -0.556 5.161 -0.893
H -0.540 5.159 0.874
H 0.642 1.784 -0.026
H 2.912 1.378 -0.954
H 2.911 1.432 0.827
H 4.371 -0.186 2.079
H 6.352 -1.883 1.393
H 6.272 -2.076 -1.285
H 4.245 -0.487 -2.088
H -0.647 -1.676 -0.012
```

As for the spin multiplicity: 1. The LUMO energy comes out at 0.5895 eV. Its total energy is -26039.0085 eV. The calculation puts the HOMO-LUMO gap at 8.537 eV. The SMILES is CCOc1ccc(OCC)c(NC(=O)Cn2cccc2)c1.



3.
A structure of composition C16H20N3O4RuS3. Source: the Open Molecules 2025 dataset; level of theory: ωB97M-V with the def2-TZVPD basis set.

```
47
Properties=species:S:1:pos:R:3
Ru 0.040 -0.141 0.173
O -2.678 3.056 -0.738
C -1.802 2.185 -0.335
O -1.425 1.222 -1.009
C -1.236 2.427 1.017
C -1.604 3.413 1.907
C -0.950 3.462 3.141
C 0.031 2.529 3.439
C 0.333 1.566 2.486
N -0.283 1.538 1.314
C 1.312 0.426 2.665
O 1.858 0.184 3.698
O 1.481 -0.284 1.547
H -3.010 2.845 -1.628
H -2.378 4.121 1.645
H -1.218 4.223 3.861
H 0.559 2.517 4.383
C 1.579 0.825 -3.732
C 2.677 0.532 -2.717
S 2.278 0.196 -0.956
C 2.727 -1.552 -0.776
C 1.841 -2.455 -1.599
S 0.106 -2.298 -1.038
C -0.788 -2.119 -2.619
C -0.668 -0.777 -3.320
S 0.759 -0.632 -4.431
H 2.056 1.322 -4.578
H 0.830 1.516 -3.344
H 3.338 1.396 -2.639
H 3.277 -0.314 -3.051
H 2.620 -1.729 0.293
H 3.782 -1.677 -1.021
H 2.143 -3.497 -1.497
H 1.851 -2.188 -2.654
H -1.827 -2.341 -2.370
H -0.425 -2.945 -3.233
H -0.565 0.019 -2.593
H -1.583 -0.583 -3.879
N -0.462 -1.835 2.684
C -1.420 -2.179 3.553
C -2.636 -1.848 2.987
C -2.315 -1.308 1.746
N -0.988 -1.316 1.562
H 0.541 -1.908 2.791
H -1.175 -2.644 4.493
H -3.615 -1.998 3.407
H -2.970 -0.952 0.966
```

As for the expectation value of S²: 0.76. As for the spin multiplicity: 2. The LUMO energy (spin up / spin down) comes out at -7.1941 / -8.4089 eV. Its total energy is -64650.8938 eV. The calculation puts the HOMO-LUMO gap (spin up / spin down) at 7.174 / 5.964 eV. As for the total charge: +2.



4.
A cluster of 2 separate species, C16H20N4O4 in total in a non-equilibrium geometry. Source: the Open Molecules 2025 dataset; level of theory: ωB97M-V with the def2-TZVPD basis set.

```
44
Properties=species:S:1:pos:R:3
C 0.297 0.424 -0.663
C -0.241 -0.050 0.654
C -0.432 1.827 -0.995
C 0.500 2.210 -2.149
C -0.014 2.370 -3.428
C 1.949 2.435 -2.192
C 2.253 2.976 -3.500
C 2.910 2.618 -1.255
C 3.414 3.653 -3.810
C 3.929 3.520 -1.468
C 4.209 4.074 -2.788
C -0.408 -2.379 1.926
C -0.081 -3.802 1.571
C -1.880 -2.098 2.418
C -2.511 -2.809 3.601
C -4.012 -2.331 3.367
H -0.577 -0.890 -2.082
H 0.790 -0.020 -2.686
H 1.296 0.886 -0.406
H -1.585 1.746 -1.346
H -0.358 2.350 0.058
H -0.989 2.213 -3.744
H 1.282 2.888 -5.398
H 2.523 2.120 -0.305
H 3.812 3.945 -4.894
H 4.619 3.231 -0.666
H 4.886 4.986 -2.932
H 0.258 -1.761 -0.369
H 0.546 -2.142 2.718
H -2.118 -1.119 2.317
H -2.332 -2.440 1.405
H -2.577 -3.897 3.728
H -2.135 -2.432 4.587
H -4.122 -2.714 5.577
H -5.657 -2.383 4.341
H 0.560 -5.282 2.522
N 0.401 -0.630 -1.896
N 1.043 2.769 -4.317
N -0.252 -1.464 0.683
N -4.687 -1.999 4.428
O -0.353 0.532 1.742
O 0.557 -4.203 0.617
O -4.623 -2.368 2.250
O -0.090 -4.563 2.776
```

As for the spin multiplicity: 1. The LUMO energy comes out at -0.1231 eV. Its total energy is -31059.6742 eV. The calculation puts the HOMO-LUMO gap at 8.000 eV.



5.
The molecule C16H20N4O5S in a non-equilibrium geometry. Source: the Open Molecules 2025 dataset; level of theory: ωB97M-V with the def2-TZVPD basis set.

```
46
Properties=species:S:1:pos:R:3
C 2.969 -3.325 4.016
C 2.645 -2.806 2.696
C 1.443 -2.366 2.392
C 1.172 -1.841 1.144
C 2.032 -1.771 0.036
C 3.261 -2.474 0.321
C 3.542 -2.926 1.629
C 4.974 -3.343 1.776
N 1.665 -1.216 -1.249
C 2.640 -1.163 -2.314
C 0.544 -0.387 -1.296
N 0.205 0.487 -2.381
C -0.924 1.202 -2.317
O -1.030 1.926 -3.332
N -2.006 1.107 -1.394
C -3.135 1.976 -1.331
C -2.707 3.248 -0.718
C -3.906 3.995 -0.121
S -5.044 4.424 -1.443
O -5.938 5.588 -1.272
O -4.456 4.386 -2.787
O -6.175 3.260 -1.212
C -1.689 0.277 -0.354
O -2.450 0.172 0.603
C -0.386 -0.458 -0.267
N -0.064 -1.246 0.899
H 2.027 -3.337 4.644
H 3.775 -2.825 4.572
H 3.335 -4.374 3.928
H 0.666 -2.249 3.233
H 3.937 -2.699 -0.472
H 5.174 -3.844 2.800
H 5.695 -2.526 1.507
H 5.191 -4.239 1.186
H 3.078 -2.173 -2.631
H 3.444 -0.605 -1.838
H 2.339 -0.654 -3.178
H 0.830 0.967 -2.933
H -3.373 2.229 -2.398
H -3.916 1.460 -0.749
H -2.156 3.765 -1.450
H -2.079 3.118 0.171
H -3.488 4.923 0.374
H -4.277 3.362 0.718
H -6.883 3.857 -0.920
H -0.500 -0.885 1.715
```

As for the spin multiplicity: 1. The LUMO energy comes out at 0.4116 eV. Its total energy is -43947.5135 eV. The calculation puts the HOMO-LUMO gap at 7.203 eV. The SMILES is Cc1cc2c(cc1C)N(C)c1[nH]c(=O)n(CCCS(=O)(=O)O)c(=O)c1N2.



6.
The molecule C16H20N4O6S in a non-equilibrium geometry. Source: the Open Molecules 2025 dataset; level of theory: ωB97M-V with the def2-TZVPD basis set.

```
47
Properties=species:S:1:pos:R:3
C -3.809 2.729 0.199
C -2.931 2.182 -0.861
C -3.232 2.228 -2.306
C -2.334 1.667 -3.240
C -1.190 1.024 -2.853
C -0.842 1.072 -1.519
C -1.666 1.627 -0.586
C -1.100 1.422 0.739
N -1.671 1.729 1.920
N -1.190 1.348 3.133
C -1.799 1.907 4.298
N -2.926 2.725 4.156
S -1.350 1.558 5.843
C 0.196 0.711 0.483
O 0.944 0.358 1.390
N 0.200 0.405 -0.885
C 0.930 -0.719 -1.352
O 2.281 -0.326 -0.988
C 3.326 -1.442 -0.886
C 4.505 -0.993 0.000
O 4.216 -0.887 1.376
C 2.836 -2.893 -0.666
O 2.594 -3.478 -1.986
C 1.563 -2.748 0.139
O 1.058 -4.072 0.567
C 0.530 -2.013 -0.676
O 0.069 -2.776 -1.779
H -3.150 3.366 0.909
H -4.648 3.295 -0.298
H -4.202 1.863 0.737
H -4.166 2.744 -2.576
H -2.546 1.657 -4.393
H -0.594 0.464 -3.568
H -0.466 0.631 3.255
H -2.888 3.536 4.801
H -3.070 2.947 3.155
H 0.778 -0.757 -2.414
H 3.668 -1.404 -1.893
H 4.936 -0.077 -0.372
H 5.353 -1.699 -0.061
H 3.586 -0.130 1.622
H 3.476 -3.602 -0.056
H 2.247 -4.370 -1.890
H 1.828 -2.122 1.027
H 0.122 -3.972 0.843
H -0.285 -1.860 -0.006
H 0.816 -2.860 -2.481
```

As for the spin multiplicity: 1. The LUMO energy comes out at -1.0868 eV. Its total energy is -45994.3017 eV. The calculation puts the HOMO-LUMO gap at 7.312 eV. The SMILES is Cc1cccc2c1/C(=N/NC(N)=S)C(=O)N2[C@H]1O[C@@H](CO)[C@H](O)[C@H](O)[C@@H]1O.